No. 1
14
Properties=species:S:1:pos:R:3 method="wB97M-V/def2-TZVPD" e_above_lowest_kcal_mol=103.2 homo_lumo_gap_ev=8.984 smiles="C=C(N)OCC=O" largest_force_ev_per_a=0.48 energy_ha=-361.71633 total_charge=0
C -2.2989 -0.4398 -0.1677
C -0.9244 -0.1197 0.0512
N -0.8515 1.1858 0.2748
O 0.0852 -0.9882 0.1227
C 1.3344 -0.4971 0.5866
C 2.1445 0.1093 -0.5463
O 3.1666 0.7164 -0.3581
H -2.6855 -1.4040 0.1614
H -2.6243 -0.1634 -1.1722
H -2.1123 1.0297 0.2231
H -0.0365 1.7461 0.0150
H 1.1928 0.2439 1.3825
H 1.8785 -1.3563 0.9909
H 1.7314 -0.0627 -1.5639

No. 2
21
Properties=species:S:1:pos:R:3 method="wB97M-V/def2-TZVPD" e_above_lowest_kcal_mol=51.5 homo_lumo_gap_ev=9.471 largest_force_ev_per_a=4.91 energy_ha=-632.13546 total_charge=+1
C -1.4755 0.2137 -1.3662
C -1.7388 0.6630 -0.1401
C -2.5801 1.5637 0.6601
C 3.3378 -0.4313 -0.1941
C 1.6692 1.2791 -0.3658
C 2.5276 0.6799 0.4262
N -1.8357 -2.1720 0.2189
P -0.4613 -0.6079 -0.0992
H -1.5885 0.1903 -2.4463
H -2.1108 2.4235 0.9840
H -2.7297 1.1748 1.5678
H -3.4031 1.6965 0.0457
H 3.3354 -1.2818 0.3151
H 2.8223 -0.7278 -1.0637
H 4.3564 0.1175 -0.2444
H 1.4968 0.7385 -1.3903
H 1.1014 2.1408 -0.0865
H 2.7098 0.9417 1.3829
H -2.8366 -2.1941 0.3120
H -1.6159 -2.3561 1.1986
H -1.3506 -2.9717 -0.2123